{"formula": "CHCl3N3", "method": "wB97M-V/def2-TZVPD", "elements": ["C", "N", "N", "N", "Cl", "Cl", "Cl", "H"], "positions_angstrom": [[-1.491318, -0.653152, 0.014421], [1.675284, 2.220478, -0.048227], [1.446904, 1.139828, -0.167178], [1.124821, -0.005231, -0.062796], [-1.346016, -1.951600, -1.222287], [-1.348556, -0.976256, 1.650088], [-1.942608, 0.850106, -0.432730], [1.881491, -0.624172, 0.268708]], "atomic_forces_ev_per_a": [[0.4, -2.0, -0.8], [0.1, 1.2, -0.9], [1.2, 2.4, 1.5], [-1.0, -4.2, -0.3], [-0.3, 2.3, 2.4], [-0.1, -0.3, -1.2], [0.0, -0.1, -0.3], [-0.3, 0.5, -0.4]], "e_homo_ev": -14.331, "multiplicity": 1, "total_charge": 1, "e_lumo_ha": -0.273, "e_above_lowest_kcal_mol": 9.6, "total_energy_ev": -43079.134}

{"formula": "CHCl3N4", "method": "wB97M-V/def2-TZVPD", "elements": ["C", "N", "N", "N", "N", "Cl", "Cl", "Cl", "H"], "positions_angstrom": [[-1.027274, -0.346874, 0.044356], [-0.264247, -1.385797, -0.188622], [-0.436553, 0.787625, 0.329372], [0.859413, -1.408618, 0.363730], [0.725290, 0.848879, 0.746932], [-1.282747, 2.366766, -0.601078], [1.735617, -2.618169, -0.426723], [1.777372, 1.944789, -0.027583], [-2.086868, -0.188601, -0.240383]], "atomic_forces_ev_per_a": [[-2.7, 2.3, -0.3], [0.4, -1.7, 0.2], [-0.3, 1.4, -1.2], [-0.9, -0.2, -0.7], [1.2, 1.1, 1.4], [0.3, -0.8, 0.6], [1.3, -0.9, -0.2], [-0.1, -0.1, -0.1], [0.9, -1.0, 0.3]], "e_homo_ev": [-9.340, -9.340], "multiplicity": 1, "total_charge": 0, "e_lumo_ha": [-0.081, -0.081], "e_above_lowest_kcal_mol": 26.7, "total_energy_ev": -44574.070}